Computed, not measured: the molecule C24H26N6O4 in a non-equilibrium geometry, with ωB97M-V/def2-TZVPD.

Properties
* HOMO-LUMO gap: 0.3075 hartree
* E_HOMO: -7.87 eV
* 2S+1: 1
* SMILES: COc1ccc(CCNC(=O)Cn2cnc3c(nnn3Cc3ccc(C)cc3)c2=O)cc1OC

XYZ file:
```
60
Properties=species:S:1:pos:R:3:lowdin_charge:R:1
C 2.6960 0.3402 1.9978 -0.07
O 2.0378 -0.0032 0.7950 -0.09
C 0.9613 -0.8429 0.8126 -0.21
C 0.6612 -1.4303 -0.4110 0.01
C -0.3962 -2.3079 -0.5535 -0.04
C -1.1692 -2.6517 0.5434 -0.24
C -2.2794 -3.6598 0.4080 -0.13
C -3.6233 -3.1423 0.9475 -0.16
N -3.8473 -1.7600 0.5812 0.08
C -3.9723 -1.3768 -0.6960 -0.48
O -4.0918 -2.1161 -1.6482 0.07
C -3.9797 0.1588 -0.8525 -0.03
N -2.6455 0.7151 -0.7060 0.04
C -1.8874 0.9255 -1.8097 -0.11
N -0.7322 1.4939 -1.8506 0.17
C -0.2898 1.8997 -0.6402 -0.22
C -0.9566 1.7039 0.5794 -0.13
N -0.2067 2.2863 1.5470 0.11
N 0.8203 2.8023 1.0061 0.07
N 0.8146 2.5940 -0.3151 -0.03
C 1.8683 3.0682 -1.1754 -0.06
C 2.8345 1.9572 -1.5002 -0.22
C 4.0589 1.8711 -0.8566 -0.05
C 4.9216 0.8265 -1.1348 -0.04
C 4.5792 -0.1535 -2.0564 -0.27
C 5.4953 -1.3057 -2.3335 -0.05
C 3.3524 -0.0562 -2.7024 -0.05
C 2.4871 0.9860 -2.4293 -0.05
C -2.2093 1.0144 0.6045 -0.34
O -2.8889 0.6963 1.5644 0.06
C -0.9003 -2.0373 1.7605 0.03
C 0.1316 -1.1204 1.9155 -0.20
O 0.3775 -0.4738 3.0948 -0.11
C -0.6662 -0.3909 4.0377 -0.07
H 3.6581 0.7447 1.6840 0.08
H 2.1426 1.0973 2.5560 0.08
H 2.8543 -0.5368 2.6279 0.10
H 1.2878 -1.1710 -1.2496 0.10
H -0.6064 -2.7393 -1.5204 0.12
H -2.0195 -4.5778 0.9410 0.12
H -2.4003 -3.9024 -0.6480 0.11
H -4.4314 -3.7484 0.5288 0.12
H -3.6639 -3.2038 2.0351 0.12
H -3.6258 -1.0429 1.2650 0.11
H -4.3650 0.4065 -1.8422 0.13
H -4.6150 0.5997 -0.0799 0.14
H -2.3098 0.5902 -2.7465 0.15
H 1.4047 3.4499 -2.0898 0.13
H 2.3708 3.8764 -0.6401 0.13
H 4.3387 2.6245 -0.1342 0.12
H 5.8728 0.7689 -0.6247 0.11
H 5.1897 -2.1699 -1.7427 0.09
H 5.4567 -1.5881 -3.3834 0.08
H 6.5214 -1.0610 -2.0701 0.08
H 3.0721 -0.8094 -3.4255 0.12
H 1.5305 1.0446 -2.9282 0.10
H -1.5118 -2.2807 2.6146 0.12
H -0.3373 0.3488 4.7657 0.10
H -1.5935 -0.0499 3.5696 0.08
H -0.8309 -1.3471 4.5466 0.09
```